Entry 1:
Computed, not measured: a structure of composition C9H20GeN4Na, with ωB97M-V with the def2-TZVPD basis set.

```
35
C9H20GeN4Na (ωB97M-V with the def2-TZVPD basis set)
Na 0.30 -1.59 0.55
C 1.50 -1.68 5.52
Ge 1.26 -1.76 3.55
C 1.62 0.11 2.98
C 2.91 -2.70 2.95
C -0.29 -2.41 2.64
H 2.46 -1.21 5.73
H 1.48 -2.68 5.96
H 0.70 -1.09 5.98
H 2.57 0.48 3.39
H 0.82 0.77 3.32
H 1.68 0.22 1.89
H 3.79 -2.25 3.41
H 3.01 -2.63 1.86
H 2.88 -3.76 3.21
H -0.95 -2.95 3.32
C -0.51 2.20 -4.49
C -1.75 2.25 -3.59
C -2.71 1.12 -3.93
C -1.37 2.25 -2.10
N -0.83 1.04 -1.55
C -1.55 -0.10 -1.21
N -0.78 -1.16 -1.36
N 0.43 -0.76 -1.81
N 0.47 0.60 -1.96
H -0.79 2.11 -5.54
H 0.12 1.35 -4.21
H 0.09 3.11 -4.37
H -2.26 3.20 -3.76
H -2.24 0.15 -3.77
H -3.02 1.18 -4.98
H -3.61 1.16 -3.31
H -2.26 2.49 -1.51
H -0.63 3.04 -1.93
H -2.56 -0.10 -0.85
```

As for the charge: -1. As for the total energy: -2813.02503 a.u. As for the energy above the lowest of the compared OMol25 structures with the same formula, charge and spin: 0.0 kcal per mole. The LUMO energy (spin up / spin down) comes out at 2.46 / 2.42 eV. As for the spin multiplicity: 1.



Entry 2:
Computed, not measured: a cluster of 2 separate species, C9H20IN in total at a distorted geometry, with ωB97M-V with the def2-TZVPD basis set.

```
31
C9H20IN (ωB97M-V with the def2-TZVPD basis set)
I 1.12 3.98 -3.87
C -1.85 -0.11 4.10
C -0.80 -0.65 3.07
C -0.92 -0.07 1.67
C 0.52 -0.27 0.89
N 0.52 0.13 -0.63
C 1.74 -0.46 -1.30
C 1.44 -0.47 -2.83
C -0.01 -0.80 -2.91
C -0.53 -0.58 -1.52
C 0.40 1.68 -0.84
H -2.08 -0.89 4.83
H -2.76 0.08 3.54
H -1.52 0.81 4.56
H -0.90 -1.74 3.06
H 0.17 -0.33 3.43
H -1.20 0.98 1.74
H -1.68 -0.47 1.01
H 0.81 -1.30 1.13
H 1.34 0.36 1.24
H 2.63 0.04 -0.90
H 1.75 -1.44 -0.81
H 1.66 0.42 -3.42
H 2.04 -1.29 -3.20
H -0.60 -0.20 -3.60
H -0.12 -1.83 -3.25
H -1.51 -0.12 -1.39
H -0.79 -1.55 -1.09
H 0.73 1.92 -1.85
H 1.04 2.26 -0.17
H -0.65 1.92 -0.68
```

As for the total energy: -707.29229 a.u. As for the energy above the lowest of the compared OMol25 structures with the same formula, charge and spin: 34.2 kcal per mole. The LUMO energy comes out at -0.15 eV. As for the spin multiplicity: 1.



Copy entry 2 word for word.
Computed, not measured: a cluster of 2 separate species, C9H20IN in total at a distorted geometry, with ωB97M-V with the def2-TZVPD basis set.

```
31
C9H20IN (ωB97M-V with the def2-TZVPD basis set)
I 1.12 3.98 -3.87
C -1.85 -0.11 4.10
C -0.80 -0.65 3.07
C -0.92 -0.07 1.67
C 0.52 -0.27 0.89
N 0.52 0.13 -0.63
C 1.74 -0.46 -1.30
C 1.44 -0.47 -2.83
C -0.01 -0.80 -2.91
C -0.53 -0.58 -1.52
C 0.40 1.68 -0.84
H -2.08 -0.89 4.83
H -2.76 0.08 3.54
H -1.52 0.81 4.56
H -0.90 -1.74 3.06
H 0.17 -0.33 3.43
H -1.20 0.98 1.74
H -1.68 -0.47 1.01
H 0.81 -1.30 1.13
H 1.34 0.36 1.24
H 2.63 0.04 -0.90
H 1.75 -1.44 -0.81
H 1.66 0.42 -3.42
H 2.04 -1.29 -3.20
H -0.60 -0.20 -3.60
H -0.12 -1.83 -3.25
H -1.51 -0.12 -1.39
H -0.79 -1.55 -1.09
H 0.73 1.92 -1.85
H 1.04 2.26 -0.17
H -0.65 1.92 -0.68
```

As for the total energy: -707.29229 a.u. As for the energy above the lowest of the compared OMol25 structures with the same formula, charge and spin: 34.2 kcal per mole. The LUMO energy comes out at -0.15 eV. As for the spin multiplicity: 1.